Molecular formula: C35H50AuClPSbSi
Method: DFT, ωB97M-V with the def2-TZVPD basis set

Spin multiplicity: 3
ΔE to the lowest compared entry with this formula, charge and spin: 0.0 kcal/mol
HOMO level (spin up / spin down): -13.62 / -14.05 eV
Net charge: +2

Atoms and positions in Å:
Au1 0.130 -0.758 0.154
Cl1 2.291 -2.144 -1.679
C1 1.614 -3.702 -1.263
C2 2.473 -4.777 -1.158
C3 1.955 -6.022 -0.822
C4 0.596 -6.183 -0.594
C5 -0.257 -5.096 -0.704
C6 0.242 -3.840 -1.049
P1 -0.856 -2.425 -1.161
C7 -2.469 -2.864 -0.528
C8 -3.486 -3.254 -1.402
C9 -4.711 -3.655 -0.892
C10 -4.921 -3.670 0.480
C11 -3.910 -3.282 1.351
C12 -2.685 -2.876 0.852
C13 -1.036 -1.935 -2.874
C14 -1.899 -0.873 -3.165
C15 -2.118 -0.505 -4.481
C16 -1.466 -1.181 -5.506
C17 -0.601 -2.230 -5.219
C18 -0.383 -2.611 -3.904
H1 3.531 -4.642 -1.335
H2 2.624 -6.867 -0.737
H3 0.198 -7.153 -0.333
H4 -1.317 -5.222 -0.528
H5 -3.323 -3.252 -2.472
H6 -5.499 -3.960 -1.566
H7 -5.878 -3.985 0.873
H8 -4.081 -3.295 2.419
H9 -1.900 -2.570 1.534
H10 -2.423 -0.361 -2.365
H11 -2.802 0.300 -4.712
H12 -1.640 -0.896 -6.535
H13 -0.106 -2.759 -6.021
H14 0.275 -3.441 -3.685
C19 2.593 -0.487 5.482
Si1 0.785 -0.271 5.152
C20 -0.251 -1.682 5.772
C21 0.134 1.386 5.673
C22 0.552 -0.347 3.281
C23 0.431 -0.401 2.051
H15 2.784 -0.469 6.557
H16 3.182 0.312 5.027
H17 2.949 -1.442 5.093
H18 -0.198 -1.727 6.862
H19 0.104 -2.636 5.380
H20 -1.297 -1.554 5.493
H21 0.191 1.499 6.757
H22 -0.912 1.497 5.381
H23 0.708 2.200 5.226
C24 1.195 4.326 -2.652
C25 1.046 2.810 -2.529
C26 2.313 2.099 -3.000
C27 -0.162 2.319 -3.319
Sb1 0.728 2.240 -0.440
C28 2.526 2.625 0.763
C29 3.458 1.444 0.499
C30 3.141 3.941 0.293
C31 2.170 2.705 2.240
C32 -1.204 2.954 0.318
C33 -2.268 1.992 -0.209
C34 -1.436 4.365 -0.219
C35 -1.194 2.951 1.841
H24 1.345 4.554 -3.712
H25 2.058 4.715 -2.118
H26 0.309 4.871 -2.331
H27 2.444 2.297 -4.067
H28 2.257 1.015 -2.873
H29 3.206 2.467 -2.495
H30 0.011 2.529 -4.379
H31 -1.081 2.832 -3.035
H32 -0.309 1.243 -3.220
H33 3.714 1.332 -0.555
H34 3.034 0.505 0.861
H35 4.390 1.614 1.045
H36 3.505 3.890 -0.732
H37 4.006 4.150 0.929
H38 2.459 4.788 0.390
H39 1.611 1.837 2.585
H40 1.615 3.611 2.482
H41 3.108 2.740 2.803
H42 -2.294 1.950 -1.299
H43 -3.246 2.346 0.130
H44 -2.136 0.981 0.184
H45 -1.544 4.388 -1.303
H46 -0.652 5.064 0.077
H47 -2.374 4.736 0.205
H48 -0.900 1.989 2.262
H49 -2.213 3.161 2.179
H50 -0.553 3.731 2.248



Molecular formula: C4H12N2
Method: DFT, ωB97M-V with the def2-TZVPD basis set

Spin multiplicity: 1
Structure (SMILES): CC(C)(N)CN
ΔE to the lowest compared entry with this formula, charge and spin: 18.3 kcal/mol
HOMO level: -8.84 eV

Atoms and positions in Å:
C1 1.410 -0.856 0.548
C2 0.133 -0.067 0.291
C3 -1.035 -0.417 1.206
C4 -0.299 -0.297 -1.196
H1 2.151 -0.515 -0.187
H2 1.957 -0.727 1.457
H3 1.235 -1.929 0.402
H4 -1.260 -1.496 1.368
H5 -0.809 0.034 2.218
H6 -1.958 0.134 0.937
H7 1.024 1.657 -0.396
H8 0.941 1.675 1.309
H9 -0.590 -1.365 -1.438
H10 0.689 -0.067 -1.773
H11 -1.237 1.507 -1.011
H12 -1.342 0.738 -2.557
N1 0.353 1.385 0.367
N2 -1.363 0.605 -1.545



Molecular formula: C13H9BCl2O2S
Method: DFT, ωB97M-V with the def2-TZVPD basis set

Spin multiplicity: 1
HOMO level: -8.72 eV

Atoms and positions in Å:
Cl1 1.923 0.795 -6.472
Cl2 -1.120 0.328 -6.620
O1 1.502 -0.288 -1.466
O2 -0.937 -0.421 -1.461
S1 0.101 0.215 5.310
B1 0.287 -0.455 -0.752
C1 1.781 0.138 -3.891
C2 -1.038 -0.040 -3.953
C3 0.533 -1.312 3.051
C4 0.056 1.005 2.694
C5 0.528 -1.540 1.684
C6 0.115 0.783 1.331
C7 1.094 0.283 -5.062
C8 -0.313 0.203 -5.127
C9 1.045 -0.119 -2.716
C10 -0.397 -0.196 -2.710
C11 0.264 -0.045 3.576
C12 0.321 -0.472 0.833
C13 -1.638 0.502 5.232
H1 2.869 0.169 -3.860
H2 -2.110 -0.174 -4.091
H3 0.702 -2.099 3.771
H4 -0.140 2.013 3.048
H5 0.651 -2.542 1.350
H6 -0.064 1.569 0.614
H7 -2.136 0.190 6.156
H8 -1.819 1.580 5.139
H9 -2.062 -0.069 4.393



Molecular formula: C4H9NO2
Method: DFT, ωB97M-V with the def2-TZVPD basis set

Spin multiplicity: 1
Structure (SMILES): O=CCCNCO
ΔE to the lowest compared entry with this formula, charge and spin: 47.4 kcal/mol
HOMO level: -9.47 eV

Atoms and positions in Å:
C1 -0.493 0.097 -0.708
C2 0.890 -0.447 -0.908
C3 1.717 0.159 -1.988
O1 1.404 1.191 -2.536
N1 -1.184 -0.599 0.420
C4 -0.704 -0.212 1.717
O2 -1.038 1.173 2.034
H1 -0.415 1.160 -0.470
H2 -1.120 -0.016 -1.590
H3 0.900 -1.529 -1.103
H4 1.529 -0.323 -0.022
H5 2.544 -0.435 -2.405
H6 -2.136 -0.241 0.396
H7 -1.123 -0.937 2.408
H8 0.384 -0.200 1.770
H9 -1.155 1.159 2.984



Number 1: total energy -77009.085 eV, strongest force on any atom 0.0129 hartree/bohr. Number 2: total energy -7322.237 eV, strongest force on any atom 0.0775 hartree/bohr. Number 3: total energy -54280.387 eV, strongest force on any atom 0.0670 hartree/bohr. Number 4: total energy -9878.003 eV, strongest force on any atom 0.0367 hartree/bohr.